(1)
184
Properties=species:S:1:pos:R:3:lowdin_charge:R:1 method="wB97M-V/def2-TZVPD" homo_ev=-3.60 charge=-1 total_energy_ha=-57629.01869 lumo_ev=0.3403
Br 5.27 1.05 -7.27 0.553
Br 7.85 0.31 -1.59 0.492
Br 7.83 -2.34 6.88 0.586
Br 4.88 2.96 6.37 0.465
Br 2.24 2.45 8.14 0.511
Br 5.43 -1.31 5.06 0.614
Br 5.74 1.42 0.54 0.544
Br 2.28 4.92 -3.20 0.614
Br 7.16 -4.49 1.97 0.546
Br 5.51 -2.78 -0.29 0.616
Br 7.62 0.82 6.08 0.513
Br 2.41 -0.48 -7.76 0.577
Br 2.10 4.05 5.33 0.576
Br 1.70 4.06 -6.47 0.503
Br 4.50 -5.76 0.79 0.606
Br 5.16 -1.76 -8.68 0.529
Br 0.83 6.94 -5.32 0.575
Br 5.35 2.25 -2.56 0.586
Cl -1.49 6.09 0.53 0.549
Cl -5.66 2.66 3.15 0.490
Cl -2.19 3.50 1.73 0.622
Cl -5.19 0.04 -0.44 0.537
Cl -3.79 -5.33 1.76 0.521
Cl -0.77 8.25 -0.41 0.398
Cl -6.05 2.84 -0.49 0.501
Cl -1.05 -5.97 2.59 0.524
Cl -3.46 1.27 4.48 0.544
Cl 4.29 -4.62 5.17 0.508
Cl 3.35 8.52 0.39 0.520
Cl 4.94 9.94 -1.64 0.484
Cl 1.47 8.28 -2.25 0.392
Cl -1.40 -5.69 6.12 0.476
Cl -4.00 0.20 -4.01 0.568
Cl -1.31 -0.86 -3.61 0.563
Cl 3.59 -5.11 8.00 0.534
Cl 0.14 -3.20 5.90 0.542
P 0.33 0.66 0.54 1.058
O -4.35 -5.33 -1.57 0.007
O 0.34 -3.15 -0.67 0.088
O -1.79 2.85 -1.01 -0.347
O -1.69 5.77 -3.46 -0.358
O -7.61 -5.35 4.63 0.016
O -4.17 2.25 -8.59 0.107
O 2.42 -3.60 -1.25 -0.032
O -2.14 1.65 -9.11 0.029
O -7.76 -3.41 3.53 0.123
O -2.27 -5.67 -2.31 0.096
C -3.26 -4.98 -2.26 -0.485
C 1.55 -0.46 1.29 -0.247
C -0.82 1.41 -8.54 -0.132
C 0.23 -4.97 6.08 -0.984
C 0.68 2.29 1.12 -0.297
C -0.06 7.42 -1.85 -0.947
C 4.22 -0.07 -8.45 -1.552
C 2.12 -4.59 -3.35 -0.145
C 3.14 -4.28 -2.27 -0.218
C 4.69 9.62 0.10 -1.014
C 2.27 4.27 1.59 -0.227
C -1.88 4.45 -3.13 -0.426
C -3.07 -1.49 1.62 -0.264
C -5.88 -4.92 6.11 -0.161
C -1.71 -1.22 0.94 -0.240
C 2.14 2.77 1.31 -0.237
C 1.15 5.06 -4.83 -1.423
C 1.98 0.99 -3.30 -0.276
C -1.40 0.29 1.11 -0.230
C 1.81 1.22 -1.79 -0.238
C -2.91 -1.97 3.08 -0.096
C -1.13 1.37 -7.01 -0.167
C 4.57 -4.16 6.87 -1.033
C -2.44 2.11 -6.86 -0.084
C 1.39 -0.50 2.82 -0.212
C -7.25 -4.07 4.38 -0.491
C -4.53 2.68 4.52 -1.010
C 1.85 5.07 0.38 -0.123
C 6.66 1.86 -1.12 -1.465
C 0.78 -4.54 -2.64 -0.061
C -1.39 4.34 0.40 -1.066
C 2.24 -0.42 -3.81 -0.111
C 6.63 -0.85 6.51 -1.525
C -4.68 1.73 -0.72 -0.990
C 1.09 -3.73 -1.41 -0.470
C 3.15 3.76 6.96 -1.490
C -6.31 -3.60 5.49 -0.064
C -7.01 -5.90 5.82 -0.144
C -3.05 2.01 -8.22 -0.509
C -4.99 -3.48 -2.88 -0.150
C -1.21 3.86 -1.84 -0.356
C -3.49 -3.67 -2.97 -0.098
C -5.46 -4.45 -1.80 -0.131
C 1.73 -3.10 3.00 -0.136
C 5.42 -4.08 1.18 -1.536
C -2.06 -5.43 1.26 -0.973
C -2.47 0.45 -3.16 -0.952
C 2.18 -1.68 3.46 -0.260
C 0.60 0.49 -1.21 -0.279
H -3.08 1.86 -6.02 0.082
H 2.28 -1.62 4.54 0.063
H -0.89 4.65 -1.14 0.018
H -2.97 4.31 -3.05 0.091
H 3.88 -3.56 -2.60 0.091
H -0.08 2.15 -8.84 0.107
H 0.36 -0.48 3.20 0.105
H 0.65 -3.27 2.95 0.036
H 3.20 -1.58 3.08 0.060
H -4.29 1.93 -1.72 -0.007
H -5.48 -3.06 5.04 0.114
H 2.15 -3.87 -4.17 0.115
H -0.28 0.75 -1.79 0.049
H -1.60 3.80 -3.99 0.059
H 2.76 0.88 -1.36 0.084
H -5.23 -2.43 -2.73 0.086
H 5.56 9.12 0.51 0.015
H 1.80 0.45 3.16 0.093
H -0.33 1.67 -6.34 0.073
H 5.62 -4.38 7.06 -0.014
H -0.45 0.46 -8.92 0.089
H 1.98 -3.24 1.94 0.056
H 1.67 4.53 2.46 0.072
H 2.34 6.00 0.09 0.029
H -1.83 -6.16 0.48 0.024
H 0.15 4.73 -4.53 -0.072
H -0.21 3.45 -2.11 0.083
H 2.76 2.50 0.45 0.065
H 3.35 4.42 1.72 0.107
H 3.30 -0.68 -3.84 0.074
H 1.23 1.53 -3.87 0.100
H 1.81 4.53 -0.57 0.012
H -2.26 3.18 -6.70 0.140
H 0.57 -5.56 -2.32 0.133
H 3.62 -5.17 -1.85 0.072
H -3.67 -2.73 3.28 0.036
H -0.90 -1.83 1.35 0.076
H -2.65 0.37 -2.09 -0.009
H 0.19 2.34 2.10 0.080
H 0.04 3.02 0.61 0.012
H -0.73 7.56 -2.70 -0.003
H -1.42 0.59 2.16 0.066
H 2.36 -5.54 -3.83 0.117
H -3.12 -1.13 3.73 -0.005
H 7.20 2.79 -0.98 -0.025
H 4.52 10.55 0.64 0.025
H 1.94 -0.59 -4.84 0.018
H 1.30 -1.43 0.85 0.060
H 0.72 -5.40 5.22 0.007
H -2.08 0.88 0.49 0.058
H 4.86 -3.56 1.94 -0.061
H -4.96 -5.33 5.69 0.108
H -1.80 -4.42 0.95 0.010
H 0.73 -0.58 -1.39 0.064
H -0.07 -4.11 -3.15 0.119
H -1.34 0.34 -6.72 0.100
H -3.93 1.93 0.04 -0.026
H 0.80 5.35 0.49 0.019
H -6.92 -2.96 6.12 0.133
H -0.36 4.02 0.25 -0.020
H -2.06 1.45 -3.30 0.028
H -3.11 -3.68 -3.99 0.125
H 0.72 -5.16 7.03 -0.009
H -3.73 -0.64 1.52 0.042
H -7.73 -5.96 6.63 0.122
H 6.11 -0.70 7.44 -0.020
H 1.76 2.29 -1.58 0.067
H 1.70 -1.12 -3.17 0.041
H -1.94 -2.40 3.30 0.055
H -1.91 4.06 -0.52 -0.088
H 2.22 -3.89 3.58 0.007
H -5.38 -3.77 -3.85 0.117
H -3.49 -2.29 0.99 0.076
H -6.64 -6.88 5.54 0.123
H 0.06 6.36 -1.64 -0.024
H 2.58 -0.34 0.95 0.101
H 3.34 4.69 7.49 -0.020
H 2.56 2.17 2.11 0.084
H -5.81 -3.94 -0.90 0.123
H -1.73 -1.44 -0.13 0.093
H -2.97 -2.87 -2.45 0.091
H 2.88 1.55 -3.59 0.032
H -5.67 -4.78 7.17 0.113
H -6.28 -5.06 -2.17 0.123
H -5.14 2.75 5.42 0.024
H 4.35 -3.11 6.98 -0.013
H 4.14 0.46 -9.39 -0.023
H -4.01 3.63 4.39 0.014



(2)
11
Properties=species:S:1:pos:R:3:lowdin_charge:R:1 method="wB97M-V/def2-TZVPD" homo_ev=-4.22 charge=-1 total_energy_ha=-1117.40825 de_lowest_kcal_mol=73.2 lumo_ev=3.3652
Cl 2.34 0.36 -0.07 0.821
F -2.46 -1.28 -0.50 0.060
F -0.60 -1.91 0.36 0.015
F -1.68 -0.27 1.23 0.151
O -0.66 2.60 0.14 0.033
O -1.41 1.15 -1.57 0.021
N 3.56 -2.03 -0.62 0.069
C 3.09 -1.04 -0.38 -0.838
C -1.31 -0.72 0.07 -0.622
C -0.76 1.57 -0.50 -0.643
C -0.41 0.17 -0.65 -0.067



(3)
8
Properties=species:S:1:pos:R:3:lowdin_charge:R:1 method="wB97M-V/def2-TZVPD" homo_ev=-4.66 charge=-1 total_energy_ha=-838.35577 de_lowest_kcal_mol=4.4 lumo_ev=3.8069
Cl 1.34 -1.26 0.05 0.177
O 3.19 1.02 -0.54 -0.095
O -2.21 1.67 -1.41 0.067
O -0.80 -1.70 1.70 0.017
C -1.77 0.74 -0.84 -0.279
C 3.31 0.28 0.35 -0.212
C -0.73 -0.98 0.76 -0.598
C -1.31 -0.06 0.05 -0.077



(4)
33
Properties=species:S:1:pos:R:3:lowdin_charge:R:1 method="wB97M-V/def2-TZVPD" homo_ev=0.17 charge=-3 total_energy_ha=-4008.82800 de_lowest_kcal_mol=116.9 lumo_ev=4.9710
S -1.67 -0.08 1.01 0.527
S -2.19 2.73 -2.82 0.451
S 1.92 -2.73 1.56 0.548
S 1.64 1.72 0.46 0.522
Na 1.09 -1.08 -1.69 0.546
F -0.84 0.36 -2.65 0.108
F 3.57 2.90 1.85 0.085
F 0.32 2.06 -3.52 0.114
F 1.26 -5.32 1.12 0.112
F 3.04 4.00 -0.02 0.110
F -1.26 1.12 -4.62 0.107
F 4.21 2.17 -0.19 0.061
F -2.84 -2.50 1.06 0.091
F -4.07 -0.97 0.17 0.095
F 1.07 -4.65 3.22 0.062
F -0.38 -4.06 1.67 0.165
F -3.81 -1.05 2.32 0.146
O -0.93 -0.65 -0.13 -0.358
O 1.56 -1.80 2.67 -0.333
O 1.75 0.96 -0.80 -0.387
O 1.68 0.88 1.67 -0.323
O 1.53 -2.29 0.21 -0.369
O -1.87 3.03 -1.43 -0.324
O 0.50 2.62 0.46 -0.301
O 3.31 -3.18 1.72 -0.387
O -0.86 -0.22 2.24 -0.344
O -3.48 2.09 -2.96 -0.364
O -2.08 3.90 -3.71 -0.395
O -2.15 1.31 0.91 -0.333
C 0.86 -4.32 1.89 -0.677
C -3.23 -1.22 1.18 -0.692
C -0.88 1.47 -3.41 -0.655
C 3.25 2.82 0.54 -0.611